Record 1
DFT (ωB97M-V/def2-TZVPD) results for a cluster of 5 separate species, C3H13O6S2 in total in a non-equilibrium geometry.

The geometry in XYZ format:
```
24
C3H13O6S2 (ωB97M-V/def2-TZVPD)
C 1.0319 1.1655 -0.0967
C -0.1722 0.1792 0.1682
O -1.1928 0.5615 0.7713
O 0.0395 -1.0230 -0.1330
C 0.6945 2.6133 -0.3137
S 0.4608 3.1384 -1.9867
S -1.3001 2.2573 -2.5994
H 1.7425 0.9522 0.7149
H 1.4981 0.6228 -0.9338
H -0.1528 3.0193 0.2514
H 1.6977 3.1210 -0.2289
H -1.3235 1.0017 -2.1243
H -1.2034 -2.0298 0.3274
H -1.5768 -3.2134 1.1017
O -1.8605 -2.7881 0.2817
H -0.8737 -1.1953 -1.8390
H -2.0133 -1.7039 -2.4882
O -1.0564 -1.7602 -2.6191
H 0.3225 -0.0715 2.9819
H -1.2757 -0.0070 2.9341
O -0.5084 -0.1953 3.4889
H 1.7897 -2.1285 0.7860
H 2.7570 -0.9682 0.4239
O 2.4754 -1.5479 1.1312
```

Charge: -1
F_max in eV Å⁻¹: 2.6
LUMO level in eV: 2.8
HOMO-LUMO gap in eV: 8.32
DFT total energy in eV: -37279.6447

=====

Record 2
DFT (ωB97M-V/def2-TZVPD) results for a structure of composition C3H14B2NO4Tl in a non-equilibrium geometry.

The geometry in XYZ format:
```
25
C3H14B2NO4Tl (ωB97M-V/def2-TZVPD)
Tl 0.1024 -0.4327 1.2845
B 1.4144 -1.8428 3.5055
H 0.9587 -0.8789 3.6715
H 0.6750 -2.5034 3.0801
H 2.2313 -1.7857 2.8030
H 1.6565 -2.2437 4.4776
B -1.1109 1.4279 3.2021
H -1.7833 0.6822 3.5973
H -1.2742 2.3588 3.7228
H -0.0613 1.2185 3.3389
H -1.3350 1.5616 2.1551
C 1.0444 -1.5963 -3.3823
C 0.6194 -1.0000 -1.9918
O -0.4089 -1.3728 -1.4317
O 1.4960 -0.3708 -1.4172
H 1.8594 -2.2860 -3.1627
H 1.3443 -0.9105 -4.1747
H 0.2728 -2.2156 -3.8399
C -1.3876 1.4792 -2.7614
N -0.7400 2.1475 -1.5213
O 0.0950 3.0108 -1.6648
O -1.0143 1.6617 -0.4215
H -0.6400 1.2971 -3.5335
H -2.2345 2.0823 -3.0886
H -1.7796 0.5119 -2.4470
```

Charge: -1
F_max in eV Å⁻¹: 4.8
LUMO level (alpha / beta) in eV: 2.6 / -1.0
Spin multiplicity: 2
HOMO-LUMO gap (alpha / beta) in eV: 8.70 / 4.99
DFT total energy in eV: -19056.2444

=====

Record 3
DFT (ωB97M-V/def2-TZVPD) results for a structure of composition C3H14CeNOS in a non-equilibrium geometry.

The geometry in XYZ format:
```
21
C3H14CeNOS (ωB97M-V/def2-TZVPD)
C -0.9585 -0.9414 -1.5479
Ce 0.0000 0.0000 0.0000
N 1.4402 0.9050 -1.4950
H -0.9836 -0.7149 0.9732
H -1.2056 0.9360 0.0287
H -1.9809 -1.2531 -1.2900
H -0.3430 -1.8413 -1.7531
H -0.9917 -0.2984 -2.4457
H 2.4325 0.6481 -1.3923
H 1.4147 1.9340 -1.4897
H 1.1758 0.6261 -2.4506
C 1.8887 2.3035 3.4913
S 1.1464 1.3677 2.1077
C 1.1438 -0.1800 3.0745
O -0.0778 2.2966 2.1363
H 2.9260 1.9472 3.6641
H 1.2743 2.2417 4.4144
H 2.0183 3.3626 3.1833
H 0.3361 -0.1589 3.8356
H 0.9630 -1.0281 2.3842
H 2.1350 -0.3641 3.5393
```

Charge: +1
Relative energy (zero: lowest compared OMol25 entry of this formula, charge and spin) in kJ/mol: 572.8
F_max in eV Å⁻¹: 9.1
LUMO level (alpha / beta) in eV: -3.7 / -3.7
HOMO-LUMO gap (alpha / beta) in eV: 8.13 / 8.13
DFT total energy in eV: -30622.8486

=====

Record 4
DFT (ωB97M-V/def2-TZVPD) results for a structure of composition C3H14EuNO in a non-equilibrium geometry.

The geometry in XYZ format:
```
20
C3H14EuNO (ωB97M-V/def2-TZVPD)
C -0.8119 1.2337 -2.2227
Eu 0.1288 0.1028 -0.4626
N 1.2125 -1.9355 -1.4825
H -1.1244 1.2504 0.5120
H -0.4332 1.8007 -1.1539
H -1.1615 2.0702 -2.8236
H -1.6613 0.5397 -1.9994
H 0.0427 0.7678 -2.7637
H 0.8649 -2.7800 -1.0177
H 2.2287 -1.8955 -1.3457
H 1.0264 -2.0196 -2.4825
C 0.9087 -0.2642 4.1554
C 0.2965 -0.5859 2.7965
O 1.0538 0.0344 1.7369
H 1.9118 -0.7096 4.2596
H 0.2894 -0.6826 4.9591
H 0.9750 0.8218 4.3290
H 0.2970 -1.6635 2.5930
H -0.7269 -0.2228 2.6647
H 1.8707 0.4135 2.0926
```

Charge: -1
Relative energy (zero: lowest compared OMol25 entry of this formula, charge and spin) in kJ/mol: 0.0
F_max in eV Å⁻¹: 4.7
LUMO level (alpha / beta) in eV: 3.0 / 3.0
Spin multiplicity: 8
HOMO-LUMO gap (alpha / beta) in eV: 3.08 / 2.94
DFT total energy in eV: -26198.8438

=====

Record 5
DFT (ωB97M-V/def2-TZVPD) results for a structure of composition C3H14F9HfO16S3 in a non-equilibrium geometry.

The geometry in XYZ format:
```
46
C3H14F9HfO16S3 (ωB97M-V/def2-TZVPD)
Hf -0.0677 0.1246 0.2086
C -3.8905 2.8445 -0.8511
F -4.0473 4.1085 -0.5973
F -5.0122 2.2940 -1.2255
F -3.0038 2.7297 -1.8525
S -3.2727 1.8711 0.7020
O -1.8440 1.4832 0.4708
O -3.4324 2.8521 1.7430
O -4.0945 0.6802 0.7623
C 2.1863 -0.4479 -3.9320
F 2.8704 -0.0269 -4.9564
F 0.8724 -0.2809 -4.2011
F 2.4047 -1.7371 -3.7260
S 2.5671 0.5393 -2.3893
O 3.9142 0.1701 -2.0095
O 2.3931 1.9197 -2.7904
O 1.5744 0.0772 -1.4139
C 2.4870 -2.9725 3.0644
F 2.6911 -1.8525 3.7963
F 3.4237 -3.0398 2.1257
F 2.5328 -4.0410 3.8240
S 0.7463 -2.8353 2.3541
O -0.2072 -2.8017 3.4338
O 0.7807 -1.5546 1.6128
O 0.6660 -4.0117 1.4828
O 0.0673 1.0187 2.4279
H 0.4394 0.7608 3.2878
H -0.2865 1.9178 2.5437
O -0.6643 1.2788 -1.9099
H -1.1244 0.9628 -2.6970
H -0.4278 2.1932 -2.1163
O 0.6759 2.3937 0.2065
H 0.2265 3.1471 -0.2059
H 1.3856 2.7769 0.7429
O -1.6898 -0.9240 1.6278
H -2.1327 -0.5957 2.4253
H -2.1800 -1.7189 1.3784
O 0.3256 -2.0828 -0.8253
H 1.1918 -2.5220 -0.8228
H -0.1956 -2.5411 -1.4982
O -1.9796 -0.8534 -0.9748
H -2.2359 -0.6694 -1.8884
H -2.6879 -1.4131 -0.6243
O 2.3143 0.2626 0.9706
H 2.6854 0.7741 1.7016
H 3.0547 -0.2587 0.6146
```

Charge: +1
F_max in eV Å⁻¹: 3.5
LUMO level in eV: -4.2
HOMO-LUMO gap in eV: 9.23
DFT total energy in eV: -94365.5967

=====

Record 6
DFT (ωB97M-V/def2-TZVPD) results for a cluster of 3 separate species, C3H14N2O2 in total in a non-equilibrium geometry.

The geometry in XYZ format:
```
21
C3H14N2O2 (ωB97M-V/def2-TZVPD)
C 0.3646 0.9322 -1.1774
C 0.0798 0.3249 0.1761
N -0.4604 -1.0252 0.0682
C 0.1757 -2.0403 0.9395
N -0.3485 -3.3449 0.7830
H 1.3012 0.5871 -1.6392
H 0.4513 2.0191 -1.1193
H -0.3947 0.7836 -1.9573
H 1.0015 0.3645 0.7659
H -0.6640 0.9674 0.6435
H -0.4458 -1.3112 -0.8997
H -0.0160 -1.6767 1.9411
H 1.2525 -2.0525 0.7783
H -1.3279 -3.4338 1.0155
H -0.1893 -3.7496 -0.1261
H 3.2786 4.3234 -1.2553
H 3.2956 5.8092 -1.7037
O 3.8482 5.0149 -1.6025
H -4.2874 -0.6816 0.9102
H -2.9920 -0.7821 1.7226
O -3.9231 -1.0284 1.7367
```

Charge: 0
Relative energy (zero: lowest compared OMol25 entry of this formula, charge and spin) in kJ/mol: 96.5
F_max in eV Å⁻¹: 1.4
SMILES: CCNCN.O.O
LUMO level in eV: 0.6
HOMO-LUMO gap in eV: 9.56
DFT total energy in eV: -10412.7909

=====

Record 7
DFT (ωB97M-V/def2-TZVPD) results for a cluster of 3 separate species, C3H14N2O2 in total in a non-equilibrium geometry.

The geometry in XYZ format:
```
21
C3H14N2O2 (ωB97M-V/def2-TZVPD)
C -2.5508 -0.8460 -0.0337
C -1.4475 0.1927 -0.3263
N -0.1318 -0.4740 -0.6715
C 1.0292 0.4528 -0.6936
N 2.0630 0.3448 -1.6634
H -2.4501 -1.6383 -0.8235
H -3.5187 -0.5637 -0.0262
H -2.3133 -1.3724 0.9374
H -1.7650 0.8257 -1.1104
H -1.1619 0.8158 0.6475
H -0.1277 -1.1390 -1.3775
H 1.5316 0.3056 0.2630
H 0.7715 1.5663 -0.7593
H 2.7376 -0.4218 -1.4865
H 1.7470 0.4096 -2.6283
H 1.4608 3.7858 3.5178
H 0.8188 3.1338 2.2593
O 0.7104 3.3833 3.1940
H 0.1894 -2.4980 0.1441
H 1.5854 -3.0109 0.5831
O 0.8221 -3.2522 0.0539
```

Charge: 0
Relative energy (zero: lowest compared OMol25 entry of this formula, charge and spin) in kJ/mol: 168.1
F_max in eV Å⁻¹: 5.3
SMILES: CCNCN.O.O
LUMO level in eV: 0.7
HOMO-LUMO gap in eV: 9.52
DFT total energy in eV: -10412.0484

=====

Record 8
DFT (ωB97M-V/def2-TZVPD) results for a cluster of 3 separate species, C3H14N2O2 in total in a non-equilibrium geometry.

The geometry in XYZ format:
```
21
C3H14N2O2 (ωB97M-V/def2-TZVPD)
N -2.1344 0.5257 2.3961
C -1.7056 1.2224 1.1837
C -1.4903 0.2732 -0.0096
C -0.1004 0.2250 -0.6810
N -0.1344 0.9791 -1.9854
H -2.7755 -0.2529 2.2635
H -1.3878 0.2573 3.0234
H -2.4486 1.9603 0.8982
H -0.7416 1.6764 1.3478
H -2.2832 0.5077 -0.7650
H -1.6968 -0.7721 0.1960
H 0.7345 0.5745 -0.0591
H 0.0450 -0.8318 -0.8959
H 0.5482 0.5896 -2.6216
H 0.0739 1.9434 -1.7730
H 0.4755 -2.6305 1.5302
H 1.3229 -3.8874 2.0132
O 0.4528 -3.5186 1.8764
H 4.1420 0.2631 -3.3886
H 4.9869 0.6074 -2.1312
O 4.1172 0.2882 -2.4180
```

Charge: 0
Relative energy (zero: lowest compared OMol25 entry of this formula, charge and spin) in kJ/mol: 136.6
F_max in eV Å⁻¹: 1.7
SMILES: NCCCN.O.O
LUMO level in eV: 0.6
HOMO-LUMO gap in eV: 9.34
DFT total energy in eV: -10412.3750

=====

Record 9
DFT (ωB97M-V/def2-TZVPD) results for a cluster of 4 separate species, C3H14N2O3 in total in a non-equilibrium geometry.

The geometry in XYZ format:
```
22
C3H14N2O3 (ωB97M-V/def2-TZVPD)
C 2.5952 -1.3223 0.0989
C 1.3648 -0.8268 -0.6238
N -0.6314 0.4214 -1.4769
C 0.6421 0.7180 -2.0492
N 1.6941 0.0449 -1.7334
H 3.3116 -1.7070 -0.6141
H 3.1119 -0.7400 0.8475
H 2.2308 -2.2436 0.6555
H 0.6939 -1.6499 -0.8474
H 0.8230 -0.2193 0.1348
H -1.2886 0.3771 -2.2486
H -0.8260 -0.3672 -0.8365
H 0.6371 1.7034 -2.5210
H -1.6277 0.4264 3.2281
H -1.1112 1.0611 1.8882
O -1.9263 0.6837 2.3178
H -2.2156 -1.9735 0.2265
H -2.1673 -0.7273 1.1464
O -1.6657 -1.2394 0.4586
H -1.4994 2.9268 1.2832
H -1.3195 2.1210 -0.0250
O -0.8259 2.5326 0.6904
```

Charge: 0
Relative energy (zero: lowest compared OMol25 entry of this formula, charge and spin) in kJ/mol: 115.7
F_max in eV Å⁻¹: 3.0
SMILES: CC/N=C\N.O.O.O
LUMO level in eV: 0.4
HOMO-LUMO gap in eV: 9.35
DFT total energy in eV: -12459.9588

=====

Record 10
DFT (ωB97M-V/def2-TZVPD) results for a cluster of 2 separate species, C3H14N3 in total.

The geometry in XYZ format:
```
20
C3H14N3 (ωB97M-V/def2-TZVPD)
C -1.1789 -1.6046 -0.0055
N -2.3705 -2.4926 -0.2792
H -1.1738 -1.3547 1.0500
H -0.2863 -2.1655 -0.2623
H -1.2909 -0.7204 -0.6214
H -3.2434 -2.0503 0.0171
H -2.3001 -3.3835 0.2185
H -2.4367 -2.7246 -1.2706
C 1.5323 1.9350 -0.2742
C 0.9571 0.6786 0.3547
N 1.7726 0.2072 1.4804
N 0.7435 2.2555 -1.4764
H 1.5747 2.7509 0.4558
H 2.5545 1.7233 -0.5912
H -0.0899 0.9022 0.6215
H 1.0020 -0.0889 -0.4181
H 1.2629 -0.4848 2.0179
H 1.8990 0.9742 2.1286
H -0.1392 2.6431 -1.1636
H 1.2111 2.9999 -1.9818
```

Charge: +1
Relative energy (zero: lowest compared OMol25 entry of this formula, charge and spin) in kJ/mol: 107.7
F_max in eV Å⁻¹: 0.5
LUMO level in eV: -4.1
HOMO-LUMO gap in eV: 8.11
DFT total energy in eV: -7801.2516

=====

Record 11
DFT (ωB97M-V/def2-TZVPD) results for a cluster of 2 separate species, C3H14N3O in total in a non-equilibrium geometry.

The geometry in XYZ format:
```
21
C3H14N3O (ωB97M-V/def2-TZVPD)
C 0.5957 1.3451 1.6005
O 0.7117 2.2936 2.6416
C 0.7136 -0.0693 2.0705
N 0.8948 -0.9133 0.8487
H 1.3543 1.5847 0.8631
H -0.3725 1.4422 1.0939
H 0.0732 2.1194 3.3335
H 1.6017 -0.2043 2.7051
H -0.1521 -0.4660 2.6110
H 1.6905 -0.5792 0.3181
H 0.0215 -0.8370 0.1218
H 1.0850 -1.8953 1.0711
N -0.8436 -0.3671 -3.4339
C -0.3337 -0.2619 -2.0510
N -1.1923 -0.5969 -0.9444
H -1.1134 -1.3723 -3.6389
H -1.6865 0.1848 -3.5558
H 0.5641 -0.9303 -1.9985
H -0.1021 0.8279 -1.9147
H -1.7919 0.1259 -0.6045
H -1.7180 -1.4308 -1.1371
```

Charge: +1
Relative energy (zero: lowest compared OMol25 entry of this formula, charge and spin) in kJ/mol: 57.9
F_max in eV Å⁻¹: 2.3
LUMO level in eV: -3.2
HOMO-LUMO gap in eV: 10.21
DFT total energy in eV: -9849.1438